(1)
The following is a quantum chemistry calculation of a structure of composition C44H32F9FeN5OP, from the Open Molecules 2025 dataset.

Energy relative to the best compared isomer or geometry (same formula, charge and spin) in kcal per mole: 0.0
Max |F| in eV/Å: 0.457
E_tot in eV: -123779.0523
Charge: +1
Gap between HOMO and LUMO in eV: 7.55

Cartesian coordinates (Å):
C1 -1.8803 2.7076 0.6282
H1 1.4000 -3.1165 1.6845
C2 4.2666 -1.1443 -0.2059
H2 1.7248 2.6584 3.5537
C3 -1.9934 3.8213 1.4440
C4 1.1440 0.7660 2.7613
F1 -2.0175 6.4155 2.5362
Fe1 0.2881 -1.0857 0.8524
H3 7.6894 -1.6760 -1.9087
H4 -3.5455 -5.8701 1.5925
F2 -5.7390 -0.3377 -4.6323
H5 1.2901 4.5650 1.8075
P1 -0.3467 0.6734 -0.6580
C5 5.4097 -0.5432 0.3204
C6 -3.0992 -0.1525 -3.5857
C7 -2.2889 -4.3703 0.6779
H6 -2.7817 2.2286 0.2764
C8 -2.9433 0.1818 3.5388
C9 -0.8509 4.4692 1.8880
C10 4.3688 -1.9454 -1.3410
H7 -2.6284 -3.6399 -2.6209
O1 1.9448 -1.6224 -0.0573
C11 2.9290 -0.9296 0.3990
H8 -0.4307 -4.3218 4.0964
C12 -5.4114 -1.0834 -3.5700
H9 2.0274 1.2995 4.6309
H10 7.5219 -0.2714 0.1163
C13 2.6560 0.8651 -3.4198
F3 -5.1580 -2.3303 -4.0249
C14 -2.0932 -5.1210 2.9624
C15 6.6359 -0.7384 -0.2920
F4 2.7197 2.6436 -6.2662
C16 0.5605 2.4951 -2.5852
F5 -1.2163 5.1554 4.1013
C17 2.4631 2.1082 -3.9914
C18 -0.5369 -3.4877 2.1372
H11 -3.1234 -0.1994 -4.6665
C19 -2.2417 -0.5077 2.5651
C20 -1.9125 0.3468 -1.5442
C21 0.5152 2.9077 0.6897
C22 -0.9886 5.6175 2.8495
H12 3.4744 0.2351 -3.7396
C23 0.7557 1.2458 -1.9872
H13 -3.6140 -5.1089 -0.8701
N1 2.8153 -0.0210 1.3519
N2 -0.8355 -2.5472 -0.0126
C24 6.7300 -1.5283 -1.4311
H14 -2.7217 -1.2801 1.9758
H15 -0.3815 2.1099 4.6014
H16 -0.2489 3.1360 -2.2581
H17 3.0614 1.5426 3.2095
H18 1.2689 3.8940 -4.0427
H19 -3.9854 -0.0446 3.7106
C25 -0.2922 0.6382 3.0426
H20 -5.0613 -0.7533 -0.8918
C26 -2.2785 1.1544 4.2744
N3 0.6276 -2.6545 2.1652
F6 4.4456 1.8239 -5.2485
C27 -1.9579 0.2887 -2.9370
C28 -1.2979 -2.6659 -1.2368
H21 1.9256 -0.5482 -1.9835
C29 -4.1909 -0.4627 -1.4635
H22 -2.9703 4.1895 1.7279
H23 -2.4275 -5.7453 3.7791
C30 -0.9330 1.3753 4.0337
N4 1.5191 0.0355 1.7632
N5 -0.9608 -0.2773 2.2913
C31 1.4100 2.9246 -3.5836
F7 0.1157 6.3714 2.9043
H24 5.6713 -2.7504 -2.8387
C32 -2.7209 -5.1876 1.7501
C33 5.5967 -2.1321 -1.9543
F8 3.8024 3.8498 -4.8357
H25 -1.0957 0.5718 -3.5251
F9 -6.4878 -1.1640 -2.7766
H26 1.4990 2.5632 0.3908
C34 3.3691 2.6038 -5.0880
C35 -2.2812 -3.6072 -1.5985
C36 -1.2434 -3.4625 0.9135
H27 3.4800 -2.4221 -1.7319
C37 -0.9670 -4.2897 3.1563
H28 -0.9149 -1.9722 -1.9708
C38 1.7948 0.4326 -2.4180
H29 5.3226 0.0774 1.2002
C39 0.4043 4.0321 1.4899
H30 0.9248 -2.4665 3.1170
C40 2.0449 1.6160 3.5865
H31 -2.7966 1.7251 5.0325
C41 -3.0428 -0.0337 -0.8219
C42 -0.6262 2.2251 0.2648
H32 -3.0273 -0.0154 0.2582
C43 -4.2112 -0.5343 -2.8479
C44 -2.8144 -4.4176 -0.6367

=====

(2)
The following is a quantum chemistry calculation of a structure of composition C44H33BrF4IrNO2P3 in a non-equilibrium geometry, from the Open Molecules 2025 dataset.

Spin multiplicity: 5
Energy relative to the best compared isomer or geometry (same formula, charge and spin) in kcal per mole: 30.0
Max |F| in eV/Å: 5.390
Expectation value of S²: 6.03
E_tot in eV: -163337.5575
Charge: +3
Gap between HOMO and LUMO (alpha / beta) in eV: 6.81 / 3.94

Cartesian coordinates (Å):
P1 -4.1057 -18.1376 14.5592
C1 -7.8050 -17.3663 15.0621
C2 -3.7983 -15.1948 14.1692
C3 -5.3777 -21.4885 7.9001
H1 -6.0097 -23.7317 11.4448
C4 -2.9904 -13.9039 14.2711
H2 -10.5659 -17.3518 9.7301
H3 -2.8659 -20.6407 15.8264
O1 -6.2564 -20.2474 13.1723
C5 -1.7861 -20.3011 11.3711
C6 -7.4643 -17.6856 7.4793
C7 -9.8522 -17.2403 7.7504
H4 -4.0919 -20.8548 13.7645
C8 -9.8830 -17.4073 12.1436
C9 -8.7326 -17.3873 6.9856
C10 -3.7663 -20.7483 17.6778
H5 -2.6531 -22.0856 12.1712
H6 -12.9717 -15.5602 13.4544
C11 -10.9530 -18.1709 12.5568
Br1 -5.4719 -15.0912 13.3072
H7 -9.2496 -20.4272 10.9928
H8 -8.9255 -17.1223 5.9657
H9 -8.3932 -26.1972 14.0799
H10 -9.6328 -24.1809 14.8784
C12 -6.4297 -21.1119 10.4065
N1 -8.6792 -16.8778 15.6329
C13 -9.9386 -16.0113 12.1601
C14 -5.1819 -18.8859 18.3319
C15 -3.2767 -20.3623 13.2339
H11 -2.1380 -17.2544 12.7429
C16 -7.1438 -25.0685 12.7076
H12 -10.9527 -19.2887 12.5404
C17 -8.5647 -22.8723 13.5943
C18 -7.5748 -22.7012 12.6233
C19 -6.8093 -23.8347 12.1983
C20 -1.9756 -16.3473 15.2452
P2 -8.4431 -18.1498 11.3845
H13 -5.5029 -17.3825 16.7896
C21 -3.0435 -19.0116 13.3814
H14 -9.1404 -22.0376 13.9246
C22 -5.2748 -20.4110 10.1062
C23 -3.2064 -16.3479 14.7067
C24 -3.5132 -20.1072 16.4962
C25 -9.7402 -17.5071 9.0651
H15 -6.7040 -26.0290 12.3240
C26 -11.0330 -15.2965 12.6560
H16 -5.0493 -21.6067 6.8520
C27 -12.1080 -17.5251 13.0737
H17 -9.2794 -19.9377 12.6694
C28 -7.1057 -21.8983 9.5089
H18 -3.3115 -21.7071 17.8934
C29 -2.5767 -21.0107 12.2604
C30 -1.4884 -18.9324 11.5349
H19 -4.7357 -19.8706 10.8828
H20 -12.9548 -18.1405 13.3407
C31 -8.4676 -17.8405 9.6055
H21 -7.0600 -22.8140 7.5865
C32 -4.7648 -20.6558 8.8626
H22 -11.0598 -14.2264 12.7320
H23 -9.0632 -15.4781 11.8255
C33 -12.0895 -16.0997 13.0903
C34 -8.1407 -25.2012 13.6976
C35 -8.7967 -24.0733 14.1533
C36 -1.8307 -13.9466 14.9486
H24 -1.1689 -20.8551 10.5465
C37 -7.3720 -17.9552 8.8650
O2 -7.0211 -17.7528 11.9059
F1 -0.1119 -15.1620 15.9433
C38 -4.6229 -20.1481 18.6525
H25 -6.4476 -18.2994 9.2067
H26 -10.7584 -16.8487 7.2721
C39 -4.9807 -18.2935 17.0874
C40 -8.6288 -19.9527 11.7690
F2 -3.5995 -12.8646 13.8953
Ir1 -6.3439 -18.2953 13.8204
C41 -2.1074 -18.3021 12.5914
F3 -1.3024 -17.4413 15.5638
C42 -4.1455 -18.9307 16.1543
C43 -6.5790 -22.0961 8.2504
H27 -7.9686 -22.5140 9.8132
H28 -5.7161 -18.3248 19.0716
H29 -4.8838 -20.6237 19.5867
H30 -9.3884 -16.4049 16.1617
F4 -1.1951 -12.8384 15.0491
P3 -7.1256 -20.9958 12.0903
H31 -3.8616 -20.1363 8.5440
H32 -0.8565 -18.4695 10.7908
C44 -1.2257 -15.1146 15.3909
H33 -6.5503 -17.9039 6.9332

=====

(3)
The following is a quantum chemistry calculation of a structure of composition C44H34N3O2PtS5Te in a non-equilibrium geometry, from the Open Molecules 2025 dataset.

Spin multiplicity: 4
Energy relative to the best compared isomer or geometry (same formula, charge and spin) in kcal per mole: 17.9
Max |F| in eV/Å: 2.322
Expectation value of S²: 3.78
E_tot in eV: -119460.0720
Charge: -2
Gap between HOMO and LUMO (alpha / beta) in eV: 4.72 / 5.09

Cartesian coordinates (Å):
C1 2.7998 -2.9571 -0.0945
Te1 -2.8009 0.7405 -2.1638
C2 -2.1845 -2.2625 1.3212
H1 0.8430 0.2436 -5.9351
H2 5.7322 -1.4214 4.4663
H3 3.4872 -2.5980 3.8502
H4 -1.2373 -1.3004 -5.5585
H5 -0.1233 6.9709 0.2655
H6 -2.8144 1.8671 -5.6112
C3 -1.2756 1.2951 -3.5363
C4 0.3568 0.9238 -5.2472
C5 -2.7643 -3.1152 2.2449
S1 1.5920 -4.7859 1.7610
C6 -4.2835 -2.2198 -2.4496
C7 -1.0001 -1.0239 -4.5294
H7 -0.1514 -1.6234 -4.1998
C8 2.1309 -3.1167 -1.2619
C9 -4.0693 -0.1366 -3.8338
H8 -5.9084 -2.9255 -4.4517
C10 5.2678 -1.3543 3.4944
H9 -7.0074 -2.8407 -6.5322
C11 -5.4929 -1.9367 -4.6071
H10 1.5278 2.6060 -5.8582
C12 0.4652 -5.0343 3.0349
H11 -3.8047 2.5121 -4.3108
S2 4.7818 -0.7346 1.0590
H12 -1.3284 -4.5832 -1.0256
C13 3.8339 -4.6258 -1.6004
H13 0.1483 -6.0360 3.2563
N1 -1.1661 1.4126 -0.7008
H14 -3.2521 -2.5668 -2.5236
H15 0.5574 4.6147 0.6689
C14 0.0893 -3.8631 3.6042
H16 -0.6069 -3.7994 4.4227
S3 -1.0515 -1.8019 -1.1730
H17 -4.3585 -1.6220 -1.5417
C15 -0.7267 2.3984 0.0155
S4 -2.1264 -0.5631 1.6825
C16 -5.8219 -1.2311 -5.7529
H18 -1.3080 3.2790 -2.7479
H19 -4.9313 -3.0886 -2.3513
H20 -5.5268 0.5979 -6.8149
C17 4.0494 -1.9917 3.1609
C18 1.5519 -3.0656 1.9951
H21 -3.7758 5.5792 -1.4675
C19 -2.8075 -4.5000 2.0466
C20 0.7089 -2.7372 3.0097
C21 2.7147 -4.0709 -2.1244
S5 4.1979 -3.9863 -0.0401
H22 4.4829 -5.3687 -2.0217
Pt1 -0.0856 -0.0868 0.2067
C22 -0.8509 2.6157 -3.4658
C23 3.6626 -1.7662 1.8773
C24 -3.3524 -5.3222 3.0286
C25 -1.7271 -4.1792 -0.1057
C26 -2.2558 -5.0446 0.8454
C27 -1.9834 6.4266 -0.6437
H23 -7.6908 -1.2365 -6.8109
O1 0.1958 2.1754 0.8711
C28 0.7537 2.2448 -5.1935
C29 -2.2167 -6.4277 0.6606
H24 -2.2863 7.4485 -0.8380
H25 0.4550 4.1305 -4.2176
O2 1.7654 -0.9765 0.8395
H26 6.6917 -0.0707 2.4298
C30 -6.7622 -1.8084 -6.7735
C31 -0.3879 4.8472 0.2020
C32 2.3930 -2.1383 1.1247
N2 -3.7983 -5.9768 3.8733
H27 -1.8499 -1.2542 -3.8947
C33 -4.4031 0.5743 -4.9891
H28 -3.0933 3.2537 -1.0516
C34 -2.4417 4.0730 -0.7662
C35 -0.7694 6.1538 -0.0310
H29 0.5196 -1.7213 3.3105
C36 -4.6355 -1.4034 -3.6563
N3 -2.1662 -7.5748 0.5366
C37 -0.6559 0.4285 -4.4307
H30 2.2969 -4.3341 -3.0818
H31 -4.4261 2.4855 -5.9721
C38 -5.2678 0.0276 -5.9286
H32 -3.1591 -2.6992 3.1625
C39 -3.8350 1.9408 -5.2381
H33 -6.3153 -1.7823 -7.7670
H34 1.2375 -2.5689 -1.4958
C40 0.1528 3.0952 -4.2824
C41 -1.2110 3.7895 -0.1799
C42 -1.6836 -2.8081 0.1000
C43 -2.8201 5.3792 -1.0012
C44 5.7831 -0.6431 2.4596

=====

(4)
The following is a quantum chemistry calculation of a structure of composition C44H35Br2GeN7O2PtS3 in a non-equilibrium geometry, from the Open Molecules 2025 dataset.

Spin multiplicity: 2
Energy relative to the best compared isomer or geometry (same formula, charge and spin) in kcal per mole: 0.0
Max |F| in eV/Å: 1.481
Expectation value of S²: 0.75
E_tot in eV: -293071.8867
Charge: +1
Gap between HOMO and LUMO (alpha / beta) in eV: 6.32 / 7.28

Cartesian coordinates (Å):
C1 -2.1960 2.4906 -2.6818
N1 0.8949 -6.6454 3.2309
H1 2.1179 -4.3020 3.3298
N2 3.1296 -0.7401 0.6085
C2 1.0580 2.1251 1.9248
C3 3.5132 -1.9591 0.2151
H2 1.8419 -6.6833 3.5664
C4 4.0361 0.2253 0.7207
C5 -0.9605 -2.9237 3.0546
C6 -4.9697 0.7272 0.4891
C7 1.8352 4.7646 -0.7498
C8 1.2080 2.1658 -1.6407
C9 0.2795 -5.4153 3.1912
C10 -1.9538 5.0260 1.1744
C11 -7.0838 -0.4345 0.3508
C12 0.1779 -3.3658 -0.2139
N3 0.9281 1.4741 3.0853
H3 0.4127 0.5946 3.1047
C13 4.8362 -2.2426 -0.0940
C14 2.4309 -2.9670 0.0679
C15 0.3730 -4.7274 -0.3343
C16 5.7738 -1.2324 0.0387
H4 0.9596 1.1620 -1.9617
C17 -3.5633 -2.3523 -1.2086
C18 1.5244 3.1700 -2.5391
H5 5.1364 -3.2148 -0.4548
C19 -4.4419 1.6789 -2.9484
C20 -5.2981 1.1248 1.7871
C21 -2.1685 2.8592 -4.0179
C22 -5.8845 -0.0523 -0.2264
C23 -1.8522 3.5251 3.0484
C24 -2.9685 -1.2279 -1.6307
H6 2.0834 5.7603 -0.4060
C25 -4.4149 2.0492 -4.2856
C26 -3.2784 2.6377 -4.8213
C27 1.0407 -4.2377 3.2255
O1 -3.1267 -1.5225 3.3314
H7 -1.3169 2.6596 -2.0712
N4 1.1712 -2.4955 -0.0148
H8 -5.3474 1.2460 -2.5427
N5 -2.2763 -0.4992 -0.6692
H9 -1.2797 3.3215 -4.4279
N6 0.9101 1.5694 0.7446
H10 -4.1392 -3.0574 -1.7860
C28 1.6648 -5.2080 -0.2286
H11 -1.7113 -6.2209 3.0714
C29 -2.2127 2.4653 2.2297
H12 -0.4677 -5.3851 -0.5002
H13 0.3320 -7.4404 3.4800
C30 0.4263 -3.0063 3.1550
C31 -3.3280 1.8866 -2.1342
C32 -1.1116 -5.3185 3.0813
S1 -1.7303 -1.3455 3.0268
H14 -3.2608 2.9305 -5.8632
H15 2.0687 5.2306 -2.8216
H16 1.0146 -2.0980 3.2067
C33 -2.4510 2.6787 0.8719
H17 -2.8053 -4.0073 2.9897
H18 3.6676 1.1946 1.0355
C34 -7.3897 -0.0437 1.6475
H19 -1.4560 5.6303 3.1700
H20 -7.7833 -1.0383 -0.2129
C35 1.8266 4.4604 -2.1014
S2 1.5133 3.8089 1.8919
H21 -1.6885 3.3484 4.1045
H22 0.8895 2.0141 3.9332
Ge1 -3.3335 1.4022 -0.2650
H23 -5.2862 1.8864 -4.9066
H24 -0.8138 -2.9491 -0.2939
C36 -2.3152 3.9699 0.3503
H25 1.5357 2.9503 -3.5989
C37 -6.4972 0.7364 2.3645
Br1 7.5745 -1.5717 -0.3714
Pt1 0.9015 -0.4819 0.4352
H26 3.7175 -4.6882 0.0809
H27 -2.3153 1.4786 2.6621
C38 -1.7255 4.8042 2.5241
H28 -8.3282 -0.3439 2.0956
C39 2.7067 -4.3223 -0.0161
C40 -1.7264 -4.0817 3.0238
H29 -2.9538 -0.8759 -2.6520
O2 -0.9340 -0.4851 3.8755
C41 1.2028 2.4666 -0.2830
H30 -6.7304 1.0430 3.3754
H31 -2.5214 4.1665 -0.6943
C42 -2.3126 -1.1387 0.5307
N7 -1.5444 -0.7416 1.5424
H32 -4.6149 1.7348 2.3630
Br2 2.0215 -7.0427 -0.3907
H33 -5.6609 -0.3768 -1.2317
S3 -3.3198 -2.5665 0.4956
H34 -1.8623 6.0224 0.7621
C43 1.5307 3.7522 0.1485
C44 5.3789 0.0270 0.4578
H35 6.0889 0.8334 0.5679

=====

(5)
The following is a quantum chemistry calculation of a structure of composition C44H35F5HfN5S4Sb in a non-equilibrium geometry, from the Open Molecules 2025 dataset.

Energy relative to the best compared isomer or geometry (same formula, charge and spin) in kcal per mole: 24.6
Max |F| in eV/Å: 1.582
E_tot in eV: -118420.7333
Gap between HOMO and LUMO in eV: 7.75

Cartesian coordinates (Å):
C1 4.5798 1.3912 3.6692
N1 3.7017 -0.3149 -5.0435
S1 -0.1389 -0.2914 -1.0431
C2 0.1423 -5.6031 -0.1142
S2 2.8806 -0.7056 0.0234
H1 -0.5976 0.6742 -6.8150
H2 4.7293 1.1341 0.6820
H3 -2.2197 0.7750 0.0089
C3 -4.7384 0.0340 -1.1550
C4 -1.0042 -0.0885 -6.1620
C5 -2.0308 -5.3583 -1.1210
H4 -6.0619 0.0982 0.5393
H5 -4.7518 1.1080 -1.3079
H6 3.7870 3.8497 2.7023
C6 5.2435 -0.4926 -1.8841
F1 -1.6001 7.5647 1.0520
C7 0.4021 -0.8458 2.4274
H7 3.9418 -0.7999 6.1625
C8 -0.2071 -3.1663 2.3167
H8 1.8735 -1.0895 4.8422
C9 0.5445 4.3497 -0.4637
C10 -2.3812 -0.2454 -6.0417
H9 -0.4117 1.3920 3.7559
F2 -1.2506 5.3075 2.5592
H10 -2.8088 -1.2307 1.3275
C11 -1.5907 -4.2571 -1.8608
C12 -0.8816 -0.5116 1.9560
H11 -3.9788 -1.3324 -5.1218
N2 -1.1062 0.9158 1.8087
C13 3.8054 -0.2360 5.2473
C14 2.6445 -0.4057 4.5073
C15 0.7362 -2.1881 2.5896
H12 -2.2501 2.3531 0.8079
H13 1.6132 -4.1612 -0.7247
C16 -0.7319 5.3995 1.3324
H14 0.0094 -2.5522 -4.0892
H15 -3.4182 -0.3099 -2.8068
C17 -2.9006 -1.2201 -5.1981
H16 -3.2045 1.0124 1.4608
H17 0.8176 -6.1343 0.5466
C18 3.8079 -0.3910 -3.8982
C19 2.8889 3.4573 2.2244
H18 -2.2031 -3.5983 1.6370
C20 2.8069 -0.4501 -1.6827
C21 2.4543 0.3029 3.3219
C22 -0.1522 -0.9226 -5.4526
H19 -1.5338 -6.8773 0.3147
S3 1.2848 -0.1823 -2.5021
H20 2.0796 3.4661 2.9491
N3 6.2935 -0.4944 -1.4090
H21 -2.1381 0.9724 3.6478
C23 -3.9778 -2.1595 -1.8463
H22 -1.5626 2.5519 3.0668
H23 0.9233 -0.8190 -5.5507
Hf1 1.1645 1.0666 0.7031
C24 0.3457 5.5111 -1.2012
H24 5.3368 2.0961 3.3443
H25 2.6424 4.0867 1.3716
H26 -4.7103 -3.7865 -0.6323
C25 -5.4315 -1.9058 0.0802
C26 4.7848 0.6531 4.8262
C27 -5.4634 -0.5290 -0.1118
H27 5.6967 0.7804 5.3950
F3 0.8438 5.6099 -2.4302
S4 1.4331 2.9779 -1.0865
H28 0.1021 -2.9649 -2.2211
C28 -3.9911 -0.7729 -2.0097
C29 4.3312 2.1255 0.8460
C30 -0.6757 -1.8979 -4.6062
C31 -1.3133 1.4959 3.1587
C32 -4.7022 -2.7109 -0.7873
C33 -0.3631 6.5851 -0.6966
Sb1 -3.0472 -3.5094 -3.2547
H29 -3.0463 -5.7271 -1.2421
H30 -3.0518 0.3889 -6.6087
C34 -1.8227 -1.4927 1.6980
C35 3.4238 1.2260 2.9270
C36 3.9300 -0.4632 -2.4678
C37 -0.9091 6.5350 0.5729
C38 -1.1756 -6.0235 -0.2482
C39 -1.4791 -2.8254 1.8683
C40 -2.2628 1.2762 0.9688
C41 -2.0519 -2.0412 -4.4474
C42 -0.0164 4.3558 0.7905
C43 0.5906 -4.5042 -0.8344
H31 0.0627 -4.2110 2.4296
H32 4.0368 2.5656 -0.1024
N4 3.1398 2.0688 1.7498
F4 0.1472 3.2474 1.5611
H33 1.7365 -2.4603 2.9011
H34 -5.9863 -2.3533 0.8964
F5 -0.5324 7.6798 -1.4329
N5 1.2892 0.2533 2.5474
C44 -0.2686 -3.8351 -1.7003
H35 5.1048 2.7549 1.2928